No. 1
Formula: C3H9ISi
Source: OMol25
Level of theory: ωB97M-V/def2-TZVPD

XYZ file:
```
14
Properties=species:S:1:pos:R:3:lowdin_charge:R:1
C 1.76010 0.60359 -0.66435 -0.120
C 1.71338 -0.73228 0.06451 -0.314
C 0.50613 -1.53978 -0.17618 0.015
Si -2.76104 1.03181 0.54496 0.190
I -4.60345 -0.44417 1.38037 0.201
H 2.65170 1.01720 -0.51485 0.014
H 1.64270 0.64444 -1.81653 0.117
H 1.02469 1.23880 -0.37101 0.021
H 2.47007 -1.45734 -0.23383 0.101
H 1.72240 -0.47735 1.23053 0.151
H 0.22443 -2.20147 0.51567 0.004
H -0.23035 -1.21514 -0.78734 -0.002
H -3.26826 1.43790 -0.72517 -0.197
H -2.85249 2.09378 1.55321 -0.181
```

Results
Orbital gap (alpha / beta) in Ha: 0.2313 / 0.3250
Lowest unoccupied orbital energy (alpha / beta) in eV: -1.810 / 0.312
Energy relative to the best compared isomer or geometry (same formula, charge and spin) in kcal per mole: 120.5



No. 2
Formula: C22H49IrN2OP3Se
Source: OMol25
Level of theory: ωB97M-V/def2-TZVPD

XYZ file:
```
79
Properties=species:S:1:pos:R:3:lowdin_charge:R:1
Ir -0.29257 -0.06038 -1.84440 0.483
P -2.47649 -0.21460 -1.17524 0.644
P 0.23750 -2.26483 -1.48392 0.676
P 0.00021 2.24763 -1.57038 0.677
H 3.74166 -0.01904 0.54316 0.120
C 3.06180 0.03962 -0.32258 -0.107
C 1.66790 0.35792 0.03500 -0.113
H 1.17604 -0.37756 0.68280 0.012
C -3.59930 -0.48398 -2.61500 -0.254
C -2.98626 -1.54178 -0.03259 -0.220
C -3.17433 1.27486 -0.38780 -0.216
C 1.89437 -2.86523 -1.96596 -0.212
C 0.03453 -2.82887 0.24102 -0.207
C -0.85833 -3.27702 -2.53834 -0.219
C 1.68403 2.79337 -2.03682 -0.209
C -0.29670 2.93955 0.11464 -0.214
C -1.04107 3.28181 -2.65904 -0.231
H 3.47670 0.75068 -1.04749 0.078
H 1.49252 1.37619 0.38203 0.032
H -4.62061 -0.62327 -2.23341 0.078
H -3.30669 -1.37486 -3.18494 0.042
H -3.58298 0.38391 -3.28672 0.041
H -4.06387 -1.42284 0.15946 0.082
H -2.44029 -1.45656 0.91599 0.044
H -2.82167 -2.53382 -0.47021 0.036
H -4.25666 1.11620 -0.26746 0.083
H -3.01518 2.16204 -1.01194 0.027
H -2.72638 1.43430 0.60294 0.042
H 1.79618 -3.90440 -2.31127 0.077
H 2.58576 -2.84559 -1.11386 0.060
H 2.30021 -2.26238 -2.78756 0.034
H -0.86975 -3.44409 0.32408 0.063
H -0.04662 -1.98630 0.93934 0.015
H 0.90277 -3.43834 0.51763 0.073
H -0.38081 -4.25567 -2.67630 0.075
H -0.96860 -2.78443 -3.51348 0.031
H -1.84824 -3.41500 -2.08800 0.048
H 1.63983 3.85386 -2.32572 0.078
H 2.04291 2.21072 -2.89439 0.041
H 2.37969 2.67756 -1.19964 0.050
H 0.53205 3.60367 0.40958 0.082
H -0.38575 2.13581 0.85523 0.024
H -1.22268 3.53315 0.11941 0.068
H -0.61409 4.29581 -2.68419 0.082
H -2.07642 3.33762 -2.30889 0.048
H -1.02274 2.85476 -3.66970 0.013
C 0.86226 0.24340 -5.06834 -0.526
C 2.13720 -0.06702 -4.58229 -0.101
C 3.21874 -0.09707 -5.47382 0.010
C 3.02590 0.20988 -6.82745 0.050
C 1.74407 0.55720 -7.30582 0.017
C 0.66721 0.57332 -6.42126 -0.076
Se -0.76264 0.16322 -4.07441 0.852
H 2.92204 -0.90185 -0.86225 0.034
H 2.23865 -0.29712 -3.52172 0.066
H 4.20801 -0.36011 -5.09528 0.138
H 3.85994 0.19400 -7.53090 0.147
H 1.55947 0.81730 -8.34460 0.139
H -0.34406 0.81898 -6.75208 0.119
C -2.35667 0.77402 3.58375 -0.052
N -1.22842 0.33793 4.37388 -0.120
C -1.44283 0.16725 5.79441 -0.039
C -0.13604 -0.04002 3.64476 -0.444
O -0.24324 -0.04446 2.37666 -0.073
N 1.04283 -0.42140 4.21900 -0.116
C 1.38178 -0.33724 5.62503 -0.038
C 2.12512 -0.72977 3.31500 -0.044
H -3.16271 1.06059 4.26621 0.098
H -2.71045 -0.02326 2.91094 0.079
H -2.08171 1.64077 2.96354 0.082
H -1.22945 -0.85787 6.11939 0.097
H -0.84894 0.87349 6.38711 0.094
H -2.49879 0.37472 5.98578 0.095
H 2.44570 -0.58859 5.71262 0.095
H 1.23415 0.67596 6.03452 0.103
H 0.81577 -1.06424 6.22663 0.094
H 1.84288 -1.54747 2.64447 0.082
H 2.39905 0.13479 2.69654 0.083
H 2.98960 -1.03471 3.90793 0.098
```

Results
Charge: +3
⟨S²⟩: 6.035
Orbital gap (alpha / beta) in Ha: 0.2273 / 0.0809
Lowest unoccupied orbital energy (alpha / beta) in eV: -9.122 / -13.101
2S+1: 5
Energy relative to the best compared isomer or geometry (same formula, charge and spin) in kcal per mole: 0.0



No. 3
Formula: C7H5FeNO4
Source: OMol25
Level of theory: ωB97M-V/def2-TZVPD

XYZ file:
```
18
Properties=species:S:1:pos:R:3:lowdin_charge:R:1
O 1.16661 0.69893 -2.56739 0.367
C 0.71672 0.39978 -1.54177 -0.033
Fe 0.03043 0.24930 0.08528 0.808
O 1.99686 -3.44417 -0.10263 0.191
C 1.42286 -2.45919 -0.07795 0.103
C -1.54784 0.13849 -0.66306 -0.029
O -2.59972 0.10538 -1.15860 0.398
C -0.69421 -0.45169 1.54977 -0.020
O -1.17900 -0.75500 2.55726 0.368
C -0.05007 5.18308 1.91451 -0.013
C 1.08941 4.26927 1.37989 -0.099
C 0.64377 2.96258 0.97598 0.098
N 0.42754 1.87132 0.62188 0.127
H -0.82994 5.34367 1.15072 0.109
H 0.35768 6.16201 2.20371 0.123
H -0.54318 4.73799 2.79542 0.110
H 1.57123 4.73127 0.48138 0.197
H 1.86667 4.11181 2.16987 0.195
```

Results
Charge: +3
⟨S²⟩: 8.787
Orbital gap (alpha / beta) in Ha: 0.3402 / 0.1800
Lowest unoccupied orbital energy (alpha / beta) in eV: -14.295 / -18.576
2S+1: 6
Energy relative to the best compared isomer or geometry (same formula, charge and spin) in kcal per mole: 7.8



No. 4
Formula: C12H26ClHgN3OV
Source: OMol25
Level of theory: ωB97M-V/def2-TZVPD

XYZ file:
```
45
Properties=species:S:1:pos:R:3:lowdin_charge:R:1
N 1.85536 -0.38655 0.90271 -0.007
C 2.74283 -0.54365 1.74725 -0.345
O 3.60458 -0.68765 2.55033 0.238
Hg 0.71044 0.90967 -2.58387 1.049
V 0.06404 -0.07344 0.37866 0.857
N -0.63178 -1.62437 -0.34517 -0.120
N -0.12788 1.65495 -0.67328 -0.331
C -0.24689 -3.01192 -0.00317 -0.627
C 0.56566 2.93464 -0.35632 -0.687
C 0.90445 -3.40883 -0.92414 -0.011
C -1.41405 -3.98354 -0.18983 -0.021
C 0.21233 -3.10077 1.44430 -0.032
C 0.39669 3.91308 -1.51939 -0.040
C 0.00663 3.62382 0.88733 -0.029
C 2.03879 2.63864 -0.10731 -0.056
H 0.59305 -3.38186 -1.97560 0.092
H 1.23475 -4.42862 -0.68615 0.118
H 1.75562 -2.72626 -0.79719 0.085
H -2.29716 -3.64116 0.36330 0.106
H -1.12770 -4.96724 0.20245 0.115
H -1.68239 -4.12226 -1.24365 0.095
H 1.10269 -2.50021 1.64379 0.060
H 0.46204 -4.15073 1.64977 0.117
H -0.58817 -2.80066 2.12975 0.087
H 0.79042 3.51536 -2.46556 0.053
H 0.95290 4.83574 -1.30331 0.118
H -0.66082 4.16509 -1.67150 0.100
H -1.02082 3.97622 0.74707 0.091
H 0.62101 4.51373 1.07817 0.119
H 0.05512 2.98241 1.77184 0.036
H 2.18669 2.01220 0.78106 0.061
H 2.55978 3.59527 0.04487 0.117
H 2.52192 2.13454 -0.95659 0.064
C -1.60640 1.83164 -0.77999 -0.123
H -2.12196 0.95014 -0.36458 0.072
H -1.96291 2.70631 -0.22570 0.097
H -1.93272 1.95348 -1.82776 0.104
C -1.51262 -1.54785 -1.51345 -0.098
H -2.57304 -1.69684 -1.24321 0.127
H -1.44699 -0.58093 -2.02892 0.023
H -1.23089 -2.31050 -2.25661 0.108
Cl 0.21219 0.87808 3.18984 0.685
C -0.94320 0.09293 2.09068 -0.561
H -1.20924 -0.89664 2.48383 0.034
H -1.81241 0.75452 1.95525 0.058
```

Results
Charge: +2
⟨S²⟩: 0.757
Orbital gap (alpha / beta) in Ha: 0.2400 / 0.2632
Lowest unoccupied orbital energy (alpha / beta) in eV: -9.479 / -9.829
2S+1: 2
Energy relative to the best compared isomer or geometry (same formula, charge and spin) in kcal per mole: 9.4



No. 5
Formula: C14H9ClN4O3
Source: OMol25
Level of theory: ωB97M-V/def2-TZVPD

XYZ file:
```
31
Properties=species:S:1:pos:R:3:lowdin_charge:R:1
O -0.28583 -1.71638 3.05766 0.092
C 0.51217 -1.60284 2.16986 -0.448
O 0.17262 -1.55415 0.86140 0.029
C -1.20623 -1.56839 0.54541 -0.102
N -1.55777 -0.35017 -0.14059 -0.006
N -1.81886 0.69901 0.65191 0.078
N -2.09103 1.81313 0.19478 0.076
C -2.13736 2.03375 -1.16258 -0.205
C -2.44758 3.31178 -1.63844 -0.007
C -2.50060 3.53407 -2.99583 -0.062
C -2.24813 2.50046 -3.89892 -0.061
C -1.93955 1.23642 -3.44595 -0.002
C -1.88233 0.99253 -2.07405 -0.066
C -1.55699 -0.32866 -1.54248 -0.361
O -1.32022 -1.32620 -2.18503 0.095
H -1.74004 0.42053 -4.12365 0.122
H -2.29596 2.69537 -4.95957 0.107
H -2.74048 4.51837 -3.36941 0.108
H -2.63915 4.09531 -0.92311 0.114
H -1.39160 -2.40512 -0.13591 0.146
H -1.79027 -1.64462 1.47014 0.139
C 1.98627 -1.53550 2.32295 -0.118
C 2.82742 -1.89441 1.27011 0.006
C 4.19972 -1.85450 1.44316 -0.045
C 4.68892 -1.45827 2.67933 -0.128
N 3.90794 -1.10145 3.68161 0.053
C 2.60098 -1.13253 3.51984 -0.669
Cl 1.68247 -0.61809 4.86286 0.774
H 5.74973 -1.42056 2.88606 0.110
H 4.86908 -2.13047 0.64464 0.104
H 2.39263 -2.20845 0.33378 0.123
```

Results
Orbital gap in Ha: 0.3453
Lowest unoccupied orbital energy in eV: -0.198
SMILES: O=C(OCn1nnc2ccccc2c1=O)c1cccnc1Cl



No. 6
Formula: C22H38N6O2S2Si4SnTe
Source: OMol25
Level of theory: ωB97M-V/def2-TZVPD

XYZ file:
```
76
Properties=species:S:1:pos:R:3:lowdin_charge:R:1
Sn -1.51154 0.97111 -0.33056 0.778
O -4.79810 5.02921 -2.31585 -0.022
C -3.79626 4.69893 -1.65473 -0.566
O -4.62745 2.80499 -0.28561 0.097
C -1.76271 3.35127 -2.47181 -0.314
C -1.47846 4.14406 -3.60036 0.016
C -0.29154 3.97438 -4.26230 -0.048
C 0.61891 3.02892 -3.78951 -0.053
C 0.27703 2.31233 -2.67385 -0.141
N -0.87355 2.45881 -2.02668 -0.034
H -2.22111 4.85339 -3.92817 0.120
H -0.06210 4.57055 -5.13131 0.111
H 1.56044 2.85632 -4.28202 0.106
H 0.93526 1.57445 -2.24405 0.060
N -2.78290 0.13824 3.08106 0.127
C -3.48002 0.44160 1.97055 -0.754
N -3.63594 1.64396 1.51830 0.058
C -4.37741 1.64658 0.37569 -0.520
C -4.84858 0.44398 -0.03151 -0.351
S -4.31225 -0.78365 1.05055 1.016
C -3.53661 3.58595 -0.60667 -0.392
C -2.58718 3.92916 0.49154 -0.429
S -1.85243 5.56747 0.06802 1.139
C -2.84726 5.80196 -1.26745 -0.493
N -2.99309 3.43722 -1.92678 0.161
N -3.02084 6.94678 -1.89570 0.181
H -2.15363 0.85691 3.40283 0.107
H -2.45341 -0.80845 3.17878 0.069
H -5.43484 0.22005 -0.89622 0.082
H -3.15083 4.09831 1.41488 0.129
H -2.57671 7.80968 -1.62602 0.129
H -3.75983 6.91668 -2.59604 0.132
N -0.64711 3.16796 1.68281 -0.017
C -1.49713 2.92302 0.79281 -0.584
H -0.70944 4.08158 2.14502 0.043
C 0.68441 -5.13184 1.58690 -0.214
Si -0.03048 -3.35992 1.55333 0.378
C -1.65837 -3.43302 0.54567 -0.215
C -0.53946 -2.91698 3.35039 -0.214
Si 1.60593 -1.87568 0.68815 0.089
Te 0.82269 0.58676 0.94818 0.442
Si 2.17954 -2.35871 -1.56455 0.379
C 0.67882 -2.93603 -2.60784 -0.215
C 3.48588 -3.75517 -1.63035 -0.224
C 2.95765 -0.85882 -2.46196 -0.208
Si 3.54691 -1.89270 2.07717 0.363
C 4.85152 -0.66980 1.40296 -0.219
C 4.36567 -3.62109 2.17234 -0.210
C 3.17306 -1.36001 3.87457 -0.215
H -0.03021 -5.86471 1.95025 0.027
H 1.55780 -5.17790 2.22818 0.004
H 0.99656 -5.43808 0.59383 0.015
H -2.40871 -4.05741 1.02564 0.029
H -1.48264 -3.83370 -0.44711 0.012
H -2.08973 -2.44158 0.42276 -0.038
H -1.48947 -3.36015 3.64092 0.027
H -0.61271 -1.84068 3.47818 -0.006
H 0.21044 -3.26450 4.05269 0.016
H 0.34806 -3.92199 -2.29545 0.014
H 0.91389 -2.98972 -3.66807 0.025
H -0.16004 -2.25470 -2.49149 0.015
H 3.19737 -4.58135 -0.98953 0.010
H 4.45017 -3.39554 -1.28697 0.015
H 3.62057 -4.14782 -2.63440 0.025
H 2.24264 -0.04775 -2.55190 -0.014
H 3.29848 -1.10686 -3.46390 0.029
H 3.80784 -0.48112 -1.90348 0.018
H 5.26115 -1.00623 0.45680 0.012
H 5.68335 -0.52483 2.08630 0.025
H 4.38597 0.29674 1.24095 0.008
H 4.53614 -4.02444 1.18177 0.002
H 3.73357 -4.32220 2.70531 0.007
H 5.32211 -3.59214 2.68441 0.026
H 2.60493 -0.43621 3.86854 0.007
H 4.07744 -1.18768 4.45129 0.026
H 2.58990 -2.10818 4.39988 0.011
```

Results
Orbital gap in Ha: 0.2431
Lowest unoccupied orbital energy in eV: -0.512
Energy relative to the best compared isomer or geometry (same formula, charge and spin) in kcal per mole: 92.5



| no. | maximum force (hartree/bohr) | total energy (a.u.) |
| --- | --- | --- |
| 1 | 0.092 | -706.73428 |
| 2 | 0.053 | -4581.21141 |
| 3 | 0.288 | -1887.63716 |
| 4 | 0.078 | -2269.25825 |
| 5 | 0.027 | -1443.83266 |
| 6 | 0.032 | -3776.82742 |